A molecular structure, C36H44IN3NiO4P2, computed with ωB97M-V/def2-TZVPD.

<S²>: 2.01
2S+1: 3
charge: +2

Positions of all 91 atoms, in Å:
Ni 0.385 -0.091 0.665
C -3.726 -2.756 3.182
N -2.802 -1.642 3.032
C -2.990 -0.555 3.993
C -1.845 -1.564 2.117
O -1.098 -0.570 2.030
C -1.679 -2.757 1.177
O -0.711 -2.465 0.188
C 0.288 -3.434 -0.019
C 1.544 -3.011 0.734
O 1.700 -1.816 1.054
N 2.437 -3.944 1.033
C 3.611 -3.559 1.813
C 2.290 -5.345 0.635
H -3.467 -3.352 4.059
H -4.731 -2.361 3.325
H -3.735 -3.400 2.307
H -3.023 -0.966 5.002
H -2.167 0.145 3.915
H -3.927 -0.035 3.791
H -1.397 -3.634 1.766
H -2.627 -2.961 0.673
H -0.049 -4.425 0.282
H 0.511 -3.453 -1.088
H 3.306 -3.023 2.711
H 4.153 -4.450 2.113
H 4.272 -2.918 1.229
H 1.903 -5.432 -0.379
H 3.267 -5.816 0.649
H 1.638 -5.889 1.321
C 0.940 0.706 -2.598
C -0.066 -0.452 -2.446
P -1.345 0.041 -1.213
C -2.747 -1.116 -1.321
C -3.870 -0.778 -0.562
C -5.021 -1.545 -0.637
C -5.054 -2.660 -1.466
C -3.932 -3.010 -2.204
C -2.775 -2.246 -2.129
C -2.181 1.446 -2.062
C -2.221 1.487 -3.456
C -2.890 2.513 -4.105
C -3.539 3.498 -3.375
C -3.545 3.433 -1.991
C -2.875 2.409 -1.340
P 1.450 1.273 -0.899
C 3.221 1.628 -1.095
C 4.122 0.789 -0.442
C 5.488 0.963 -0.606
C 5.960 1.979 -1.423
C 5.065 2.817 -2.074
C 3.699 2.640 -1.923
C 0.649 2.875 -0.518
C 0.046 3.001 0.737
C -0.460 4.213 1.170
C -0.383 5.325 0.346
C 0.184 5.207 -0.913
C 0.696 3.994 -1.345
H 0.526 1.540 -3.164
H 1.835 0.352 -3.109
H 0.474 -1.297 -2.013
H -0.499 -0.774 -3.392
H -3.842 0.104 0.069
H -5.897 -1.271 -0.064
H -5.957 -3.250 -1.541
H -3.962 -3.880 -2.847
H -1.904 -2.530 -2.708
H -1.750 0.717 -4.051
H -2.912 2.529 -5.187
H -4.057 4.299 -3.887
H -4.070 4.183 -1.414
H -2.892 2.366 -0.261
H 3.736 -0.009 0.184
H 6.183 0.304 -0.101
H 7.024 2.113 -1.564
H 5.432 3.614 -2.707
H 3.025 3.296 -2.452
H -0.019 2.148 1.403
H -0.913 4.292 2.150
H -0.772 6.277 0.683
H 0.225 6.067 -1.569
H 1.120 3.938 -2.338
N 3.217 -0.315 3.135
C 2.823 0.873 2.664
O 1.804 0.989 1.980
C 3.738 2.025 3.034
I 3.060 3.929 2.349
H 2.668 -1.122 2.885
H 4.043 -0.426 3.698
H 4.724 1.870 2.600
H 3.842 2.099 4.114

A molecular structure, C23H22FeO8, computed with ωB97M-V/def2-TZVPD.

<S²>: 6.15
2S+1: 5

Positions of all 54 atoms, in Å:
O 3.878 -3.327 -2.259
C 3.517 -2.226 -2.394
Fe 3.247 -0.522 -2.760
C 4.358 0.042 -1.454
O 5.296 0.045 -0.769
C 4.457 -0.572 -4.042
O 5.505 -0.774 -4.516
C 0.612 -0.404 -1.339
C 0.428 -1.427 -2.394
C 1.487 -1.252 -3.487
C 1.645 0.087 -3.954
C 1.856 1.022 -2.921
C 1.571 0.580 -1.579
H 0.038 -0.463 -0.415
H 0.461 -2.461 -2.017
H -0.559 -1.310 -2.878
H 1.572 -2.082 -4.208
H 1.781 0.311 -5.015
H 2.223 2.033 -3.121
H 1.945 1.207 -0.759
C 3.078 1.136 4.498
O 1.685 1.278 4.851
C 0.792 0.484 4.198
C -0.579 0.655 4.522
C -1.540 -0.040 3.812
C -1.170 -0.931 2.798
C -2.230 -1.585 1.938
C -2.635 -0.713 0.818
C -2.345 -1.082 -0.539
O -1.928 -2.174 -0.920
O -2.519 -0.075 -1.470
C -3.295 1.086 -1.047
C -2.465 2.145 -0.341
C -3.969 1.637 -2.307
O -4.357 0.625 -0.198
C -3.909 -0.007 0.952
O -4.593 0.027 1.955
C 0.179 -1.148 2.518
C 1.167 -0.448 3.198
H 3.598 1.841 5.144
H 3.427 0.113 4.694
H 3.247 1.391 3.443
H -0.851 1.359 5.307
H -2.603 0.101 4.020
H -1.826 -2.501 1.496
H -3.111 -1.778 2.565
H -2.011 1.766 0.584
H -1.686 2.525 -1.012
H -3.130 2.981 -0.080
H -4.573 0.848 -2.765
H -4.621 2.467 -2.021
H -3.216 1.989 -3.017
H 0.458 -1.875 1.751
H 2.217 -0.600 2.938

2 unconnected molecules or ions with the total composition C4H7NO2S, computed with ωB97M-V/def2-TZVPD.

2S+1: 1

Positions of all 15 atoms, in Å:
O -2.214 1.479 1.870
C -2.614 0.878 0.931
N -1.817 0.224 0.018
C -0.471 0.164 0.076
C 0.395 0.609 1.015
S 2.902 -1.223 -0.346
C 0.133 -0.292 -1.198
O -0.683 -0.455 -2.167
H -3.676 0.806 0.693
H -2.073 0.155 -0.947
H 0.950 0.435 -1.441
H 1.414 0.433 0.721
H 0.151 0.679 2.077
H 4.009 -1.988 -0.308
H 0.775 -1.241 -0.987

C7H10 in the gas phase, computed with ωB97M-V/def2-TZVPD.

structure (SMILES): C1[C@@H]2CC3(CC3)[C@H]12
2S+1: 1

Positions of all 17 atoms, in Å:
C 1.585 0.766 0.690
C 1.487 -0.747 0.349
C 0.567 -0.962 -0.870
C -0.494 -0.132 -0.112
C -1.966 -0.351 -0.068
C -1.413 0.932 -0.638
C 0.409 0.003 1.103
H 1.588 1.484 -0.115
H 2.304 0.975 1.494
H 2.515 -0.905 0.530
H 0.201 -1.983 -1.079
H 0.972 -0.547 -1.798
H -2.397 -1.074 -0.754
H -2.452 -0.306 0.904
H -1.479 1.078 -1.715
H -1.531 1.846 -0.059
H 0.107 -0.075 2.137

The records above yield energy values of -4351.74686; -2755.07478; -759.82603; -272.59997 Ha, respectively.